1.
Here is C4H11NP2 as an isolated structure from the OMol25 dataset. Energies are from the ωB97M-V functional and the def2-TZVPD basis.

As for the orbital gap (spin up / spin down): 0.30036 / 0.30037 hartree. The energy above the lowest of the compared OMol25 structures with the same formula, charge and spin is 3.101 eV. As for the charge: 0. The value obtained for the electronic energy is -24390.29956 eV. The value obtained for the LUMO energy (spin up / spin down) is -0.17 / -0.17 eV.

Geometry as XYZ:
```
18
Properties=species:S:1:pos:R:3:nbo_charge:R:1
H -2.78 3.40 0.14 -0.123
H 0.72 1.24 -1.24 0.219
H 0.81 1.59 0.36 0.255
P -0.78 -0.20 1.51 0.662
P -2.77 2.07 0.95 0.815
H 0.13 0.13 2.49 -0.060
C -0.66 -0.80 -1.15 -0.639
H 0.01 -0.83 -2.01 0.213
C 1.16 -1.69 0.29 -0.638
C 0.32 -0.46 -0.03 -0.306
H 2.21 0.69 -0.38 0.215
N -1.27 2.03 1.00 -1.086
H -1.16 -1.78 -1.23 0.224
H -1.39 -0.04 -1.36 0.218
H 1.93 -1.82 -0.58 0.222
C 1.12 0.83 -0.36 -0.633
H 0.66 -2.76 0.39 0.227
H 1.73 -1.60 1.21 0.216
```

***

2.
Here is C4H11NPS as an isolated structure from the OMol25 dataset. Energies are from the ωB97M-V functional and the def2-TZVPD basis.

As for the orbital gap: 0.34652 hartree. The energy above the lowest of the compared OMol25 structures with the same formula, charge and spin is 2.320 eV. As for the charge: +1. The value obtained for the electronic energy is -25931.23956 eV. The value obtained for the LUMO energy is -3.37 eV.

Geometry as XYZ:
```
18
Properties=species:S:1:pos:R:3:nbo_charge:R:1
H -0.73 1.47 -0.93 0.252
C 1.06 0.13 -1.33 -0.541
H 0.26 -2.69 0.16 0.236
C 0.49 -1.74 0.66 -0.543
H 0.74 -2.00 1.66 0.240
P -2.42 -0.46 -0.21 0.413
H -2.58 -1.51 0.50 -0.023
H 1.64 0.85 -1.92 0.264
H 1.48 1.16 1.02 0.454
S 1.91 -1.05 -0.11 0.222
C 0.05 0.80 -0.51 -0.075
N 0.75 1.76 0.53 -0.717
H 0.04 1.88 1.22 0.427
H -1.90 -0.95 -1.35 -0.032
H 0.53 -0.55 -1.96 0.252
H 1.04 2.70 0.33 0.444
H -0.59 0.07 1.47 0.212
C -0.69 -0.24 0.43 -0.484
```

***

3.
Here is a 2-piece molecular cluster, C4H11NS overall from the OMol25 dataset. Energies are from the ωB97M-V functional and the def2-TZVPD basis.

As for the orbital gap (spin up / spin down): 0.08070 / 0.29770 hartree. The energy above the lowest of the compared OMol25 structures with the same formula, charge and spin is 1.812 eV. As for the charge: -1. The value obtained for the electronic energy is -16649.67045 eV. The value obtained for the LUMO energy (spin up / spin down) is 3.31 / 3.43 eV. The expectation value of S² is 0.751. Its spin multiplicity is 2.

Geometry as XYZ:
```
17
Properties=species:S:1:pos:R:3:lowdin_spin:R:1
S 1.34 -1.09 2.02 0.331
C 1.53 0.31 3.13 0.032
C -2.74 1.42 -2.75 0.025
H 1.96 1.22 2.70 0.003
C -1.48 0.96 -2.86 0.097
H -0.08 0.23 0.64 0.011
H 0.96 -0.87 -0.33 0.072
H -0.65 1.57 -3.20 0.030
H 0.59 0.61 3.58 0.001
H 2.17 0.01 3.96 0.002
C 0.92 -0.17 0.52 0.106
H -1.72 -1.07 -2.40 0.066
H -0.12 -0.56 -2.67 0.114
H -2.99 2.41 -3.08 0.003
H 1.65 0.61 0.31 0.028
N -1.07 -0.31 -2.53 0.072
H -3.53 0.76 -2.43 0.006
```

***

4.
Here is one molecule with the formula C4H11NS from the OMol25 dataset. Energies are from the ωB97M-V functional and the def2-TZVPD basis.

As for the orbital gap: 0.34891 hartree. The energy above the lowest of the compared OMol25 structures with the same formula, charge and spin is 0.595 eV. As for the charge: 0. The value obtained for the electronic energy is -16651.19862 eV. The value obtained for the LUMO energy is 1.03 eV.

Geometry as XYZ:
```
17
Properties=species:S:1:pos:R:3:nbo_charge:R:1
H -0.69 -1.53 1.77 0.357
H -1.84 -1.00 -1.67 0.200
H 1.97 2.13 1.91 0.135
H 0.71 -1.29 0.97 0.349
H -2.22 -1.88 -0.22 0.212
S 2.44 1.14 1.10 -0.060
H 0.29 2.16 0.45 0.214
C 1.05 1.54 -0.05 -0.503
H -0.67 -2.20 -1.03 0.210
N -0.15 -0.83 1.28 -0.839
H -1.48 0.51 0.40 0.188
C 0.29 0.43 -0.73 -0.421
C -0.78 -0.27 0.06 -0.057
H 1.58 2.20 -0.72 0.220
H -0.10 0.71 -1.71 0.223
C -1.39 -1.42 -0.74 -0.620
H 1.00 -0.38 -1.08 0.192
```

***

5.
Here is an isolated ion of composition C4H11NS2 and charge -1 from the OMol25 dataset. Energies are from the ωB97M-V functional and the def2-TZVPD basis.

As for the orbital gap (spin up / spin down): 0.14844 / 0.25171 hartree. The energy above the lowest of the compared OMol25 structures with the same formula, charge and spin is 0.297 eV. As for the charge: -1. The value obtained for the electronic energy is -27486.45106 eV. The value obtained for the LUMO energy (spin up / spin down) is 3.58 / 3.55 eV. The expectation value of S² is 0.753. Its spin multiplicity is 2.

Geometry as XYZ:
```
18
Properties=species:S:1:pos:R:3:lowdin_spin:R:1
H 1.39 -0.69 -2.66 0.000
S -1.51 0.92 1.94 0.392
H 2.04 0.95 -2.73 0.000
H 2.27 0.06 -1.25 0.000
H -1.48 -0.09 -0.79 0.003
C 1.57 0.21 -2.08 0.001
C 0.26 0.73 -1.45 0.006
C 0.10 0.15 1.51 0.053
H 0.36 -0.44 2.40 0.007
H -3.60 -0.65 2.78 0.034
H 1.03 -1.12 0.17 0.000
H 0.93 0.85 1.46 0.013
N -0.51 -0.39 -0.92 0.004
C -0.03 -0.87 0.37 0.003
H 0.60 1.45 -0.69 0.005
H -0.52 -1.78 0.69 0.000
H -0.41 1.11 -2.22 0.001
S -2.49 -0.41 3.48 0.479
```

***

6.
Here is one molecule with the formula C4H11NS2 from the OMol25 dataset. Energies are from the ωB97M-V functional and the def2-TZVPD basis.

As for the orbital gap: 0.34432 hartree. The energy above the lowest of the compared OMol25 structures with the same formula, charge and spin is 1.311 eV. As for the charge: 0. The value obtained for the electronic energy is -27485.95490 eV. The value obtained for the LUMO energy is 0.41 eV.

Geometry as XYZ:
```
18
Properties=species:S:1:pos:R:3:nbo_charge:R:1
N -1.70 -0.03 0.10 -0.634
H -0.29 0.83 -2.06 0.219
C 0.99 1.35 -0.48 -0.496
H 1.88 1.86 -0.83 0.242
H 3.36 -0.91 0.30 0.120
H 1.21 -0.39 -1.66 0.221
H -2.91 -1.06 1.57 0.186
C 0.38 0.27 -1.36 -0.451
H -1.37 0.92 0.24 0.346
S 1.47 0.64 1.20 0.047
H -0.09 -1.49 -0.22 0.181
C -0.64 -0.71 -0.73 -0.216
H 0.23 2.14 -0.32 0.206
H -1.23 -1.14 -1.55 0.197
C -1.86 -0.75 1.39 -0.420
H -1.34 -1.70 1.31 0.189
H -1.60 -0.16 2.28 0.194
S 3.51 0.31 0.81 -0.132
```

***

7.
Here is one molecule with the formula C4H11NS2 from the OMol25 dataset. Energies are from the ωB97M-V functional and the def2-TZVPD basis.

As for the orbital gap: 0.33070 hartree. The energy above the lowest of the compared OMol25 structures with the same formula, charge and spin is 1.530 eV. As for the charge: 0. The value obtained for the electronic energy is -27485.73534 eV. The value obtained for the LUMO energy is 0.58 eV.

Geometry as XYZ:
```
18
Properties=species:S:1:pos:R:3:nbo_charge:R:1
H 0.77 -1.96 -1.64 0.210
H 2.43 -0.82 0.68 0.118
H -1.10 0.48 -1.92 0.157
H 0.04 -1.38 -3.31 0.218
H -1.20 0.44 2.60 0.216
H -1.50 1.49 0.64 0.182
H -1.03 -0.96 0.37 0.376
C -0.49 1.09 0.74 -0.231
C -0.23 -0.07 -1.51 -0.204
H -1.09 -2.05 -2.18 0.206
S 2.43 0.30 1.26 -0.127
C -0.12 -1.45 -2.26 -0.618
S 1.06 -0.23 2.74 0.112
H 0.63 0.55 -1.66 0.192
H 0.26 1.88 0.48 0.208
N -0.39 -0.21 -0.03 -0.682
C -0.25 0.94 2.26 -0.557
H -0.22 1.97 2.74 0.226
```

***

8.
Here is a 2-piece molecular cluster, C4H11NS2 overall from the OMol25 dataset. Energies are from the ωB97M-V functional and the def2-TZVPD basis.

As for the orbital gap (spin up / spin down): 0.27359 / 0.31030 hartree. The energy above the lowest of the compared OMol25 structures with the same formula, charge and spin is 4.100 eV. As for the charge: 0. The value obtained for the electronic energy is -27483.16584 eV. The value obtained for the LUMO energy (spin up / spin down) is -0.30 / 0.48 eV.

Geometry as XYZ:
```
18
Properties=species:S:1:pos:R:3:nbo_charge:R:1
S 1.07 -2.02 -0.46 -0.114
H -0.89 0.59 2.57 0.106
S -0.06 -0.30 1.96 0.430
H 2.46 1.96 0.58 0.223
C -0.66 -1.29 -0.37 -0.142
N -0.81 -0.24 0.55 -0.692
H -0.85 -0.88 -1.37 0.213
H 1.03 2.93 1.07 0.220
H 1.64 -0.98 -1.07 0.117
C -1.60 -2.46 -0.10 -0.629
H -1.52 -3.19 -0.91 0.222
H -0.23 2.10 -0.87 0.191
C 1.38 2.01 0.61 -0.707
C 0.74 1.72 -0.64 -0.251
H 1.09 1.19 1.39 0.208
H -1.33 -2.94 0.84 0.212
H -2.62 -2.09 -0.04 0.223
H 1.22 1.07 -1.35 0.169
```